Model P:
31
Properties=species:S:1:pos:R:3 method="wB97M-V/def2-TZVPD" homo_ev=-7.60 gap_ev=8.29 multiplicity=1
C 3.33625 -0.69356 -0.14886
C 2.81135 0.43605 0.19845
C -0.05114 -2.37516 -0.41134
C 1.30196 2.40256 0.12050
C -1.83837 0.67538 -1.92488
C -3.51258 -0.32505 0.68414
C 0.34296 -1.57169 0.74603
C 1.51844 0.92651 -0.28107
C -0.18573 -0.11354 0.82101
O 0.04658 0.47877 2.02665
Si -1.85430 0.43188 -0.03791
H 4.13248 -1.18598 0.50134
H 3.08028 -1.33674 -0.95701
H 3.18282 1.01101 1.04683
H -1.08906 -2.45489 -0.42109
H 0.23062 -3.39875 -0.45866
H 0.22909 -1.82299 -1.39410
H 1.69266 3.04888 -0.71598
H 0.23547 2.63419 0.10500
H 1.65105 2.69185 1.16353
H -2.70260 1.17932 -2.35262
H -1.01777 1.41909 -2.22423
H -1.76064 -0.24461 -2.53243
H -3.35246 -0.19168 1.74876
H -4.30143 0.27269 0.43539
H -3.90918 -1.39275 0.37677
H 1.47725 -1.69440 0.74483
H -0.04563 -1.94370 1.71215
H 1.36216 0.88226 -1.34098
H 0.93847 0.48419 2.39101
H -1.94898 1.77089 0.37878

Model Q:
31
Properties=species:S:1:pos:R:3 method="wB97M-V/def2-TZVPD" smiles="C=C([C@H](C)[C@H](C)O)[Si](C)(C)C" homo_ev=-9.49 gap_ev=10.35 multiplicity=1
C -0.14053 0.45410 2.02882
C -0.06530 0.35208 0.70764
C -1.27693 0.59740 -0.16426
C -1.64993 2.08098 -0.13244
C -2.48442 -0.26945 0.23161
C -2.12356 -1.75397 0.26582
O -3.50034 -0.02239 -0.72499
Si 1.56542 -0.03848 -0.19010
C 3.00389 -0.20096 1.05023
C 1.95571 1.36769 -1.42224
C 1.37952 -1.67907 -1.15188
H 0.72213 0.30436 2.65543
H -1.05685 0.68658 2.55025
H -1.04044 0.33321 -1.19896
H -1.88499 2.39202 0.88265
H -2.51709 2.25480 -0.76350
H -0.81853 2.68093 -0.49386
H -2.84493 0.03686 1.22699
H -1.79010 -2.07380 -0.71861
H -2.99006 -2.34976 0.55161
H -1.32649 -1.92952 0.98191
H -4.23071 -0.62722 -0.55753
H 3.93521 -0.40939 0.53295
H 3.14424 0.71278 1.61877
H 2.83545 -1.00854 1.75543
H 2.86426 1.15826 -1.97910
H 1.15421 1.49878 -2.14252
H 2.09602 2.31531 -0.91075
H 2.30014 -1.93399 -1.66820
H 1.13537 -2.50423 -0.48966
H 0.59513 -1.61425 -1.89940

Which structure is the least stable? The one labeled model P.

Model P:
54
Properties=species:S:1:pos:R:3 method="wB97M-V/def2-TZVPD" smiles=CCO.CCO.CCO.CCO.CCO.CCO homo_ev=-10.00 gap_ev=10.69 multiplicity=1
C 3.04938 -6.13757 13.51764
C 4.14599 -6.48596 12.48516
O 4.97581 -7.53859 12.97209
H 2.77324 -5.08816 13.41475
H 3.39676 -6.26637 14.54275
H 2.17360 -6.77754 13.62501
H 4.79902 -5.61667 12.40784
H 3.70430 -6.62809 11.49886
H 5.88045 -7.36067 12.70455
C 3.83393 -11.28908 20.10699
C 3.82683 -11.04673 21.65923
O 4.62688 -10.01315 22.07265
H 3.23188 -10.60926 19.50411
H 3.34736 -12.23698 19.87708
H 4.82464 -11.29699 19.65252
H 4.00003 -11.96117 22.22660
H 2.85149 -10.73104 22.02957
H 5.14418 -10.20981 22.85710
C 11.88636 -10.56717 13.02595
C 12.24917 -9.36875 12.09519
O 11.07864 -8.80394 11.59171
H 11.32360 -11.27577 12.41825
H 11.16984 -10.34375 13.81638
H 12.77125 -11.05852 13.43050
H 12.90798 -9.74816 11.31409
H 12.83315 -8.58814 12.58275
H 11.38711 -8.17898 10.93149
C -2.18211 -5.18356 7.49158
C -3.19458 -4.17928 7.03271
O -3.91965 -3.65420 8.13261
H -1.77356 -5.57119 6.55833
H -2.58968 -6.11837 7.87644
H -1.44031 -4.66221 8.09657
H -4.06737 -4.64402 6.57408
H -2.78723 -3.39613 6.39329
H -4.83319 -3.51549 7.87224
C 0.47694 -12.76098 11.41904
C 0.19841 -13.41804 12.72210
O -1.17388 -13.30838 12.92189
H 0.05876 -11.75601 11.36204
H 0.11643 -13.35094 10.57640
H 1.55834 -12.74175 11.28375
H 0.78540 -12.88801 13.47218
H 0.51410 -14.45541 12.61118
H -1.38997 -13.76159 13.74011
C 11.12258 -2.01539 15.70607
C 12.33478 -1.16385 16.02082
O 11.81112 0.16711 15.89569
H 11.32913 -3.08218 15.62002
H 10.65969 -1.96207 14.72068
H 10.38861 -1.87041 16.49876
H 13.04313 -1.33933 15.21117
H 12.71817 -1.17603 17.04110
H 12.35374 0.75005 16.43174

Model Q:
54
Properties=species:S:1:pos:R:3 method="wB97M-V/def2-TZVPD" smiles=CC(C)O.CC(C)O.CCO.CCO.CCO.O homo_ev=-9.63 gap_ev=10.22 multiplicity=1
C -1.70259 -2.12479 -2.51137
C -0.86700 -2.28256 -3.77071
C 0.62786 -2.67607 -3.42912
O -1.27904 -3.23139 -4.64047
H -1.21180 -1.44733 -1.81262
H -1.92538 -3.04753 -1.97564
H -2.65045 -1.72667 -2.87356
H -0.93343 -1.37150 -4.36540
H 1.00063 -1.93118 -2.72607
H 1.12928 -2.58206 -4.39237
H 0.76846 -3.68136 -3.03198
H -2.17020 -3.05110 -4.94859
C -1.18412 -0.31790 1.41884
C -0.01912 0.40577 0.59429
C 0.34629 1.84533 1.04142
O 1.03289 -0.55253 0.61745
H -0.78149 -0.72673 2.34559
H -1.53492 -1.14705 0.80439
H -1.97252 0.37364 1.71600
H -0.43159 0.35415 -0.41333
H -0.47032 2.50669 0.75183
H 1.26760 2.34636 0.74435
H 0.25305 1.91874 2.12494
H 1.67894 -0.52638 1.32705
C 3.36601 0.55175 3.78363
C 4.21179 0.25714 2.54532
O 3.53198 -0.79124 1.81970
H 2.33961 0.83093 3.54559
H 3.85866 1.39834 4.26183
H 3.46541 -0.17683 4.58823
H 5.22147 -0.11692 2.71479
H 4.19183 1.11378 1.87162
H 4.03329 -1.60530 1.90686
C -5.25865 -0.38405 3.39935
C -5.51666 -0.50338 1.91551
O -4.70808 -1.52633 1.28849
H -5.83985 0.48160 3.71709
H -4.21322 -0.14737 3.59726
H -5.52236 -1.12596 4.15309
H -5.36551 0.51479 1.55692
H -6.57860 -0.68838 1.75372
H -5.14228 -2.37565 1.39678
C 1.03075 3.65076 -2.41435
C 2.40127 4.41230 -2.18570
O 3.48805 3.61941 -2.77030
H 0.92929 2.84862 -1.68334
H 0.97205 3.11339 -3.36087
H 0.18138 4.32950 -2.33707
H 2.49703 4.79187 -1.16842
H 2.41982 5.35493 -2.73269
H 3.27187 3.54871 -3.70297
O 2.56590 -3.18330 -0.28735
H 3.14930 -3.13928 0.47024
H 2.04718 -2.38037 -0.23777

Which structure is the least stable? The one labeled model P.

Model P:
13
Properties=species:S:1:pos:R:3 method="wB97M-V/def2-TZVPD" homo_ev=-7.28 gap_ev=7.83 multiplicity=1
C 1.99507 0.04770 -0.21203
C -1.80326 0.42229 -0.38925
N 0.76461 0.52410 0.38297
C -0.83249 -0.45964 0.28602
N -0.34435 -1.36483 0.91661
H 0.92006 0.94707 1.29432
H -1.62863 -1.83211 0.57226
H 2.53325 -0.68530 0.40448
H 1.78394 -0.42287 -1.17835
H 2.68746 0.88016 -0.40724
H -1.38250 0.72632 -1.34815
H -2.74838 -0.10157 -0.53660
H -1.94478 1.31868 0.21498

Model Q:
13
Properties=species:S:1:pos:R:3 method="wB97M-V/def2-TZVPD" smiles="[H]/N=C/N.C=C" homo_ev=-9.23 gap_ev=10.03 multiplicity=1
H -3.12535 -0.89698 -0.10024
N -2.67558 -0.48452 -0.91170
C -2.05811 0.54148 -0.46059
N -0.97447 1.16306 -1.03698
H -2.27511 0.85167 0.55738
H -0.53205 0.68039 -1.79824
H -0.40656 1.64393 -0.37056
C 2.89808 -0.01912 0.96088
C 2.69772 -1.27378 1.34172
H 3.57410 0.22688 0.14648
H 2.39755 0.88279 1.29394
H 3.04721 -2.13913 0.79792
H 2.01480 -1.44543 2.16408

Model R:
13
Properties=species:S:1:pos:R:3 method="wB97M-V/def2-TZVPD" smiles="C=NN(C)C" homo_ev=-8.30 gap_ev=9.29 multiplicity=1
C -1.19603 0.04734 1.62916
N -1.14303 0.47940 0.35500
N -0.10164 -0.01657 -0.42282
C 0.73653 -0.90231 0.18969
C 0.28303 0.91297 -1.56460
H -0.56846 -0.57659 2.14978
H -2.22484 0.39739 1.95901
H 1.50338 -1.43754 -0.39236
H 0.36210 -2.04382 0.61989
H 1.19956 -0.54125 1.13202
H 0.45796 2.05666 -1.26684
H 1.20757 0.53124 -2.08471
H -0.51613 1.09308 -2.30324

Which structure is the least stable? The one labeled model P.

Model P:
15
Properties=species:S:1:pos:R:3 method="wB97M-V/def2-TZVPD" homo_ev="-7.57 / -7.58" gap_ev="6.92 / 6.93" multiplicity=1
C -0.10334 1.47544 0.97596
C -0.19185 1.14735 -1.09066
C -1.62582 -1.06905 -0.48707
C 2.40284 0.01932 1.21389
C -1.06619 -0.01759 -1.50474
P 1.20210 0.89481 0.07575
H -0.83932 2.22004 1.02861
H -1.27713 -2.11897 -0.53000
H -2.76411 -1.12643 -0.34168
H -1.10660 -0.89654 0.50763
H 2.49715 -1.05265 1.06823
H 2.03370 0.26142 2.25656
H 3.39379 0.47943 1.15463
H -2.00585 0.34963 -2.06031
H -0.54939 -0.56619 -2.26680

Model Q:
15
Properties=species:S:1:pos:R:3 method="wB97M-V/def2-TZVPD" homo_ev="-8.08 / -7.26" gap_ev="7.59 / 7.77" multiplicity=1
C 0.54395 0.71053 0.04795
C -0.69547 0.10167 0.03831
C 1.91658 0.10914 0.29434
C 3.04672 0.90208 -0.29397
C -3.31407 -0.41674 0.02020
P -2.25652 0.99645 -0.01489
H 0.54614 1.77541 -0.31486
H -0.87727 -0.91843 0.13671
H 2.12328 -0.32356 1.24808
H 1.98496 -0.66202 -0.43755
H 3.95769 0.77739 0.28902
H 2.83904 1.71255 -0.96459
H -3.05064 -0.93877 -0.87412
H -4.44052 -0.18242 0.01025
H -3.19011 -1.10623 0.86616

Model R:
15
Properties=species:S:1:pos:R:3 method="wB97M-V/def2-TZVPD" smiles="C=C=P(=C)CC" homo_ev=-7.96 gap_ev=7.73 multiplicity=1
C 0.42105 -1.88929 -2.55668
C 0.23068 -0.93134 -1.70781
P -0.61075 -0.86957 -0.06660
C -2.09236 -0.72808 0.97845
C 0.65839 0.24237 0.77796
C 0.78296 1.68845 0.27548
H 0.93323 -1.52633 -3.50827
H 0.40479 -3.01076 -2.54607
H -2.81328 -1.35733 0.52332
H -2.25811 0.03424 1.80575
H 0.44129 0.38632 1.83885
H 1.66483 -0.12997 0.81819
H 1.85364 1.83535 0.04703
H 0.23165 1.87516 -0.65112
H 0.58608 2.42794 1.02427

Model S:
15
Properties=species:S:1:pos:R:3 method="wB97M-V/def2-TZVPD" homo_ev=-8.46 gap_ev=9.39 multiplicity=1
C -0.64881 -1.08211 0.06739
C 0.04989 -0.09422 -0.41614
C -0.05803 -0.84970 2.18481
C 0.81152 0.95945 0.32565
C 0.13767 0.11046 -1.92101
P 0.09190 0.88865 2.07037
H -0.92975 -1.95403 -0.53338
H -0.86195 -1.19663 2.72291
H 0.80779 -1.39663 2.37855
H 1.90128 0.84124 0.24055
H 0.56864 1.95529 -0.02387
H 0.17545 1.09889 -2.33400
H -0.78679 -0.34230 -2.36399
H 1.04789 -0.44579 -2.14063
H -1.17905 1.08913 1.39614

Which structure is the least stable? The one labeled model P.

Model P:
15
Properties=species:S:1:pos:R:3 method="wB97M-V/def2-TZVPD" smiles="CC#[PH]/C=C/C" homo_ev=-7.68 gap_ev=7.27 multiplicity=1
C 1.24930 -0.59208 -2.40997
C 1.94172 -1.21629 -1.18074
P 1.37924 -1.29162 0.33439
C -0.47039 -0.45918 0.56075
C -0.04936 0.66814 1.12271
C -1.14717 1.69568 1.62401
H 0.54141 -1.07106 -3.06790
H 2.02988 -0.26145 -3.17005
H 0.87718 0.32017 -1.95505
H 2.06581 -0.25253 1.12995
H -1.47050 -0.87328 0.18678
H 0.95037 0.79519 1.50393
H -0.95333 2.66266 1.52167
H -2.11051 1.45100 1.17288
H -1.17371 1.39145 2.66889

Model Q:
15
Properties=species:S:1:pos:R:3 method="wB97M-V/def2-TZVPD" smiles="CC1=PC1(C)C" homo_ev=-8.23 gap_ev=8.44 multiplicity=1
C 0.43852 -2.17472 -0.01883
C 1.03505 -0.84803 0.10407
P 2.44695 0.24941 0.08730
C 0.55941 0.52041 -0.00357
C -0.04634 1.05787 1.25357
C 0.03637 1.13904 -1.29677
H -0.40835 -2.06660 -0.68859
H -0.16054 -2.35929 0.99944
H 1.10944 -2.92392 -0.41823
H 0.12783 0.25075 1.97691
H -1.16227 1.22067 1.14062
H 0.34479 2.06001 1.70830
H 0.19157 2.26754 -1.22374
H -1.00854 0.98396 -1.45185
H 0.48270 0.74127 -2.10345

Which structure is the least stable? The one labeled model P.

Model P:
5
Properties=species:S:1:pos:R:3 method="wB97M-V/def2-TZVPD" charge=+1 homo_ev="-16.78 / -16.79" gap_ev="6.80 / 6.80" multiplicity=1
C 0.74475 -0.44200 -1.65972
C -1.15442 0.67852 0.94662
C 0.70900 -0.06894 -0.48684
N -0.03036 0.08515 0.55100
S -0.72962 -0.64231 1.94207

Model Q:
5
Properties=species:S:1:pos:R:3 method="wB97M-V/def2-TZVPD" charge=+1 homo_ev="-16.78 / -16.82" gap_ev="7.00 / 7.01" multiplicity=1
C 0.15278 0.07571 -0.33382
C 0.87220 0.17357 -1.33094
C -1.08156 -0.22695 1.70128
N -1.67191 -0.36094 2.64323
S 1.72849 0.33861 -2.67976

Model R:
5
Properties=species:S:1:pos:R:3 method="wB97M-V/def2-TZVPD" charge=+1 homo_ev="-16.58 / -16.54" gap_ev="7.62 / 7.46" multiplicity=1
C -1.14416 0.40702 0.06724
C 0.07308 0.92372 0.04289
C -0.39769 -0.66168 -0.23433
N 1.03857 -1.01544 0.13544
S 1.72385 0.38458 -0.05692

Which structure is the least stable? The one labeled model Q.